(1)
{"formula": "C33H41ClN5SV", "method": "ωB97M-V/def2-TZVPD", "elements": ["V", "C", "C", "C", "C", "C", "C", "N", "C", "C", "C", "C", "C", "N", "C", "C", "C", "C", "C", "C", "N", "H", "H", "H", "H", "H", "H", "H", "H", "H", "H", "H", "H", "H", "H", "H", "Cl", "C", "C", "C", "C", "C", "C", "C", "H", "H", "H", "H", "H", "H", "C", "C", "C", "C", "N", "C", "S", "N", "C", "C", "C", "C", "H", "H", "H", "H", "H", "H", "H", "H", "H", "H", "H", "H", "H", "H", "H", "H", "H", "H", "H", "H"], "positions_angstrom": [[0.1495, -1.5733, -1.0166], [-1.8678, -4.2344, -1.1036], [-0.9962, -4.2691, 0.1133], [-1.0473, -5.3266, 1.0168], [-0.1917, -5.3367, 2.0980], [0.6968, -4.2821, 2.2766], [0.6903, -3.2516, 1.3602], [-0.1356, -3.2614, 0.2914], [1.5955, -2.0814, 1.4690], [2.5148, -1.8981, 2.4894], [3.3253, -0.7747, 2.4583], [3.2006, 0.1494, 1.4345], [2.2475, -0.0741, 0.4515], [1.4779, -1.1652, 0.4961], [1.9522, 0.8468, -0.6664], [2.7077, 1.9786, -0.8916], [2.3242, 2.8462, -1.9040], [1.1775, 2.5665, -2.6098], [0.4552, 1.4025, -2.3423], [-0.8108, 1.1643, -3.1099], [0.8672, 0.5283, -1.4124], [-1.3677, -4.7298, -1.9395], [-2.0996, -3.2090, -1.4007], [-2.8094, -4.7498, -0.9283], [-1.7537, -6.1290, 0.8548], [-0.2098, -6.1568, 2.8033], [1.3709, -4.2794, 3.1195], [2.6129, -2.6137, 3.2913], [4.0592, -0.6194, 3.2384], [3.8333, 1.0236, 1.4146], [3.5848, 2.1881, -0.2982], [2.9053, 3.7335, -2.1172], [0.8204, 3.2351, -3.3816], [-0.5888, 0.8771, -4.1386], [-1.3772, 2.0956, -3.1673], [-1.4316, 0.3997, -2.6513], [2.4005, -3.2703, -1.5772], [2.7575, -2.3332, -3.0269], [4.0555, -2.2633, -3.4884], [4.3042, -1.4906, -4.6142], [3.2601, -0.8236, -5.2393], [1.9648, -0.9304, -4.7553], [1.6749, -1.7022, -3.6291], [0.3103, -1.8449, -3.0708], [4.8492, -2.7964, -2.9834], [5.3111, -1.4170, -5.0015], [3.4541, -0.2298, -6.1229], [1.1541, -0.4337, -5.2753], [-0.0035, -2.9036, -3.0411], [-0.4185, -1.2974, -3.6627], [-0.4534, -0.3509, 4.4149], [-0.5618, 1.1057, 4.8616], [-1.1588, 2.0530, 3.8238], [-0.3807, 2.1353, 2.5094], [-0.7306, 1.0324, 1.5963], [-1.4813, 0.9636, 0.5029], [-1.9296, -0.6404, -0.0420], [-1.9327, 1.9776, -0.2175], [-1.8008, 3.4324, -0.0440], [-2.7561, 4.0350, 0.9863], [-4.1843, 4.2478, 0.4869], [-4.9561, 2.9731, 0.1633], [-0.1698, -0.9914, 5.2498], [0.3209, -0.4844, 3.6475], [-1.4034, -0.7256, 4.0234], [0.4271, 1.4719, 5.1522], [-1.1769, 1.1589, 5.7609], [-1.2073, 3.0575, 4.2491], [-2.1903, 1.7637, 3.5993], [0.6948, 2.0705, 2.6957], [-0.5584, 3.0834, 2.0215], [-0.5709, 0.1141, 1.9890], [-2.5369, 1.6737, -0.9674], [-1.9992, 3.8650, -1.0259], [-0.7589, 3.6594, 0.1760], [-2.3412, 4.9983, 1.2935], [-2.7703, 3.4049, 1.8806], [-4.1638, 4.9042, -0.3880], [-4.7231, 4.8008, 1.2582], [-4.5504, 2.4399, -0.7005], [-5.9929, 3.2045, -0.0766], [-4.9590, 2.2831, 1.0105]], "total_charge": 2, "homo_lumo_gap_ev": [7.04, 7.00], "multiplicity": 3, "energy_ha": -3357.89155}

---

(2)
{"formula": "C33H41IrN2O3S2Si", "method": "ωB97M-V/def2-TZVPD", "elements": ["Ir", "O", "S", "C", "C", "C", "C", "S", "O", "C", "C", "C", "C", "C", "C", "C", "C", "C", "C", "C", "C", "H", "H", "H", "H", "H", "H", "H", "H", "H", "H", "H", "H", "H", "H", "H", "H", "H", "H", "C", "N", "C", "C", "O", "N", "C", "C", "H", "H", "H", "H", "H", "H", "H", "H", "H", "H", "H", "H", "C", "C", "C", "C", "C", "C", "Si", "C", "C", "C", "C", "C", "C", "H", "H", "H", "H", "H", "H", "H", "H", "H", "H", "H"], "positions_angstrom": [[-0.3375, -0.1966, -0.3732], [1.3292, -1.3136, -0.8573], [2.7365, -1.9288, -1.0758], [3.7526, -1.3586, 0.3086], [3.0444, -1.2246, 1.6558], [2.5289, 0.1958, 1.8643], [1.7304, 0.4039, 3.1412], [0.0389, -0.3039, 3.0846], [-0.1953, -0.8472, 1.6490], [-0.9478, 1.1700, 3.2395], [-2.0428, 1.3384, 2.4020], [-2.8525, 2.4529, 2.5769], [-2.5883, 3.3573, 3.5958], [-1.5191, 3.1464, 4.4567], [-0.6914, 2.0474, 4.2867], [2.5584, -3.6465, -0.7278], [1.7376, -4.1271, 0.2888], [1.7031, -5.4910, 0.5191], [2.4822, -6.3510, -0.2508], [3.2885, -5.8578, -1.2656], [3.3251, -4.4938, -1.5196], [4.1758, -0.4066, -0.0196], [4.5644, -2.0890, 0.3257], [3.7612, -1.4701, 2.4413], [2.2368, -1.9520, 1.7393], [1.9425, 0.5280, 1.0063], [3.3760, 0.8846, 1.9146], [1.6174, 1.4665, 3.3438], [2.2079, -0.0757, 3.9969], [-2.2822, 0.6054, 1.6433], [-3.7066, 2.6027, 1.9299], [-3.2328, 4.2140, 3.7389], [-1.3329, 3.8325, 5.2717], [0.1241, 1.8818, 4.9795], [1.1300, -3.4523, 0.8776], [1.0758, -5.8894, 1.3053], [2.4544, -7.4148, -0.0577], [3.8824, -6.5313, -1.8675], [3.9388, -4.1003, -2.3210], [-1.3922, -3.3851, -0.8128], [-2.7047, -2.9272, -1.2472], [-3.3647, -3.7645, -2.2559], [-3.1284, -1.7065, -0.9225], [-2.2785, -0.7919, -0.5428], [-4.4125, -1.3693, -0.9592], [-5.4922, -2.3483, -0.7811], [-4.8273, 0.0291, -0.8757], [-1.4171, -4.4713, -0.7456], [-1.1638, -2.9889, 0.1752], [-0.6059, -3.1070, -1.5203], [-2.6107, -4.0800, -2.9770], [-4.1224, -3.1975, -2.7851], [-3.8152, -4.6473, -1.8042], [-5.0947, -3.2840, -0.3992], [-6.0327, -2.5278, -1.7093], [-6.1893, -1.9440, -0.0491], [-4.0246, 0.6846, -1.1964], [-5.1170, 0.2781, 0.1468], [-5.6874, 0.1740, -1.5266], [0.4913, 4.0635, -5.0293], [0.6098, 2.6394, -4.8740], [0.4115, 2.0488, -3.6484], [0.0780, 2.8331, -2.5406], [-0.0270, 4.2728, -2.7240], [0.1719, 4.8694, -3.9471], [-0.1837, 2.2211, -0.7510], [1.2035, 3.0508, 0.1646], [2.4898, 3.1171, -0.3876], [3.5216, 3.7385, 0.2982], [3.2823, 4.2955, 1.5492], [2.0102, 4.2402, 2.1082], [0.9740, 3.6280, 1.4183], [0.6570, 4.4963, -6.0082], [0.8543, 2.0428, -5.7436], [0.5042, 0.9743, -3.5524], [-0.2711, 4.8852, -1.8631], [0.0843, 5.9407, -4.0618], [-1.4824, 2.8306, -0.3684], [2.6906, 2.6872, -1.3652], [4.5079, 3.8025, -0.1426], [4.0844, 4.7889, 2.0820], [1.8247, 4.6949, 3.0729], [-0.0196, 3.6076, 1.8546]], "total_charge": 3, "homo_lumo_gap_ev": [7.95, 4.72], "multiplicity": 6, "energy_ha": -2806.41034}

---

(3)
{"formula": "C33H41N5PPbS2Se4Te", "method": "ωB97M-V/def2-TZVPD", "elements": ["Pb", "S", "C", "N", "C", "C", "N", "C", "C", "C", "C", "C", "C", "C", "C", "S", "C", "C", "C", "C", "C", "C", "C", "H", "H", "H", "H", "H", "H", "H", "H", "H", "H", "H", "H", "H", "H", "H", "H", "H", "H", "Se", "Se", "Te", "Se", "C", "C", "C", "C", "C", "C", "Se", "C", "C", "C", "H", "H", "H", "H", "H", "H", "H", "H", "H", "H", "H", "C", "N", "C", "N", "C", "N", "C", "P", "C", "C", "H", "H", "H", "H", "H", "H", "H", "H", "H", "H", "H", "H"], "positions_angstrom": [[0.2817, 1.1532, 0.7441], [0.5385, -0.3666, 3.1528], [1.8748, -1.3989, 2.8797], [2.0348, -2.5198, 3.6793], [3.2466, -3.2966, 3.5253], [3.5181, -3.5096, 2.0582], [3.6587, -2.2168, 1.4317], [4.4558, -2.1710, 0.2088], [3.7780, -2.7162, -1.0365], [3.0165, -1.8869, -1.8613], [2.4378, -2.3887, -3.0192], [2.6128, -3.7213, -3.3712], [3.3610, -4.5567, -2.5526], [3.9364, -4.0534, -1.3926], [2.7992, -1.1909, 1.7997], [2.8800, 0.2914, 0.9580], [1.3184, -2.6913, 4.9426], [0.0927, -3.5770, 4.8743], [0.2014, -4.9401, 4.6098], [-0.9305, -5.7385, 4.5273], [-2.1896, -5.1813, 4.7117], [-2.3071, -3.8271, 4.9850], [-1.1719, -3.0314, 5.0669], [3.1220, -4.2527, 4.0302], [4.1038, -2.7784, 3.9781], [2.7066, -4.0988, 1.6124], [4.4497, -4.0631, 1.9240], [5.3621, -2.7539, 0.3992], [4.7485, -1.1396, 0.0428], [2.8678, -0.8489, -1.5896], [1.8457, -1.7300, -3.6442], [2.1635, -4.1089, -4.2775], [3.4965, -5.5989, -2.8158], [4.5342, -4.7070, -0.7640], [1.0250, -1.7103, 5.3091], [2.0323, -3.1120, 5.6575], [1.1795, -5.3884, 4.4665], [-0.8305, -6.7958, 4.3128], [-3.0755, -5.7989, 4.6277], [-3.2863, -3.3817, 5.1100], [-1.2638, -1.9659, 5.2422], [0.8501, 1.9085, -1.9926], [-0.8813, 0.6471, -2.8860], [-2.8882, 1.5938, -1.7074], [-2.6200, 0.5568, 0.5404], [-0.8218, 7.8262, -1.9068], [-0.4303, 6.7331, -0.9470], [-1.3647, 6.1388, -0.1141], [-1.0174, 5.1410, 0.7940], [-2.0967, 4.5120, 1.6313], [0.3201, 4.7293, 0.8705], [0.8709, 3.4080, 2.1535], [1.2767, 5.2933, 0.0098], [2.7112, 4.8371, 0.0003], [0.8847, 6.2921, -0.8733], [-1.9060, 7.9174, -1.9774], [-0.4318, 7.6312, -2.9077], [-0.4252, 8.7924, -1.5836], [-2.4034, 6.4511, -0.1734], [-3.0085, 5.1115, 1.5959], [-1.7811, 4.3956, 2.6672], [-2.3358, 3.5090, 1.2640], [2.7780, 3.7487, 0.0131], [3.2459, 5.1896, 0.8862], [3.2216, 5.2142, -0.8877], [1.6264, 6.7211, -1.5416], [-1.3192, -5.3638, 0.8506], [-2.1858, -4.2054, 1.0300], [-2.9560, -4.0081, -0.1973], [-2.1376, -3.8877, -1.4019], [-1.2668, -5.0527, -1.4965], [-0.4384, -5.2836, -0.3137], [0.5478, -4.2059, -0.1457], [-0.1763, -2.4974, 0.0569], [-1.4009, -3.0075, 1.3640], [-1.3601, -2.6412, -1.3790], [-1.9529, -6.2488, 0.7327], [-0.7086, -5.4882, 1.7470], [-3.5644, -3.1078, -0.0936], [-3.6161, -4.8720, -0.3219], [-0.6152, -4.9388, -2.3666], [-1.8944, -5.9368, -1.6421], [1.2262, -4.2064, -0.9974], [1.1480, -4.4280, 0.7419], [-2.0773, -2.1704, 1.5438], [-0.8554, -3.1849, 2.2904], [-0.8002, -2.5468, -2.3127], [-2.0422, -1.7914, -1.3284]], "total_charge": -1, "homo_lumo_gap_ev": [4.69, 5.47], "energy_ha": -12760.36793}